Record 1
ORCA calculation (ωB97M-V with the def2-TZVPD basis set) on one molecule with the formula C6H8ClN at a distorted geometry.

Properties
Relative energy (zero: lowest compared OMol25 entry of this formula, charge and spin) = 78.71 kcal/mol
E_tot = -20360.175 eV
E_HOMO = -7.7 eV
Kohn-Sham gap = 8.6 eV
Multiplicity = 1
Net charge = 0

Last columns: bonded neighbours and bond lengths (Å).
Atoms and positions in Å:
1 C 0.975 1.034 -0.830  C3 1.337, C5 1.448, H9 1.085
2 C 0.703 -0.013 1.366  C4 1.337, C5 1.474, H10 1.087
3 C 0.047 0.358 -1.516  C1 1.337, H11 1.004
4 C -0.291 -0.798 0.938  C2 1.337, C6 1.497, H12 1.031
5 C 1.102 1.184 0.605  C1 1.448, C2 1.474, H13 1.104, H14 1.116
6 C -1.306 -0.319 -0.053  C4 1.497, N7 1.378, Cl8 1.687
7 N -2.209 -1.249 -0.521  C6 1.378, H15 0.985, H16 1.130
8 Cl -1.955 1.207 0.254  C6 1.687
9 H 1.849 1.402 -1.357  C1 1.085
10 H 1.475 -0.591 1.867  C2 1.087
11 H -0.336 0.289 -2.441  C3 1.004
12 H -0.398 -1.792 1.191  C4 1.031
13 H 2.153 1.424 0.839  C5 1.104
14 H 0.634 2.142 0.934  C5 1.116
15 H -1.793 -2.103 -0.780  N7 0.985
16 H -3.080 -1.037 -1.209  N7 1.130

=====

Record 2
ORCA calculation (ωB97M-V with the def2-TZVPD basis set) on one molecule with the formula C4H8O at a distorted geometry.

Properties
Relative energy (zero: lowest compared OMol25 entry of this formula, charge and spin) = 103.27 kcal/mol
E_tot = -6320.689 eV
E_HOMO = -9.9 eV
Kohn-Sham gap = 10.9 eV
Structure (SMILES) = OCC1CC1
Multiplicity = 1
Net charge = 0

Last columns: bonded neighbours and bond lengths (Å).
Atoms and positions in Å:
1 O 0.099 -1.860 0.989  C2 1.573, H6 1.125
2 C -0.147 -1.188 -0.412  O1 1.573, C3 1.547, H7 1.207, H8 1.054
3 C -0.356 0.298 -0.036  C2 1.547, C4 1.507, C5 1.544, H9 1.169
4 C -0.192 1.512 -0.914  C3 1.507, C5 1.422, H10 1.017, H11 1.202
5 C 0.625 1.455 0.249  C3 1.544, C4 1.422, H12 1.288, H13 1.091
6 H -0.744 -1.433 1.599  O1 1.125
7 H -0.771 -1.723 -1.297  C2 1.207
8 H 0.761 -1.235 -0.944  C2 1.054
9 H -1.264 0.339 0.698  C3 1.169
10 H 0.259 1.102 -1.728  C4 1.017
11 H -0.956 2.382 -1.239  C4 1.202
12 H 0.724 1.981 1.421  C5 1.288
13 H 1.619 1.007 0.249  C5 1.091

=====

Record 3
ORCA calculation (ωB97M-V with the def2-TZVPD basis set) on one molecule with the formula CHN3O3 at a distorted geometry.

Properties
Relative energy (zero: lowest compared OMol25 entry of this formula, charge and spin) = 84.20 kcal/mol
E_tot = -11658.183 eV
E_HOMO (spin up / spin down) = -9.6 / -9.6 eV
Kohn-Sham gap (spin up / spin down) = 9.2 / 9.2 eV
Multiplicity = 1
Net charge = 0

Last columns: bonded neighbours and bond lengths (Å).
Atoms and positions in Å:
1 C 1.214 -0.393 -0.117  N2 1.426, N3 1.163
2 N 0.074 -1.243 -0.010  C1 1.426, N4 1.241
3 N 1.992 0.459 0.028  C1 1.163, O5 1.169
4 N -1.039 -0.695 0.001  N2 1.241, O6 1.445, O7 1.182
5 O 2.918 1.170 -0.014  N3 1.169
6 O -1.119 0.747 -0.057  N4 1.445, H8 0.972
7 O -2.091 -1.234 -0.021  N4 1.182
8 H -1.949 1.189 0.191  O6 0.972

=====

Record 4
ORCA calculation (ωB97M-V with the def2-TZVPD basis set) on a 2-piece molecular cluster, C5H11NO2 overall at a distorted geometry.

Properties
Relative energy (zero: lowest compared OMol25 entry of this formula, charge and spin) = 57.93 kcal/mol
E_tot = -10937.965 eV
E_HOMO (spin up / spin down) = -14.2 / -14.1 eV
Kohn-Sham gap (spin up / spin down) = 10.0 / 4.8 eV
Multiplicity = 2
Net charge = +1

Last columns: bonded neighbours and bond lengths (Å).
Atoms and positions in Å:
1 O 3.380 -1.808 -0.097  C2 1.200
2 C 2.394 -1.534 0.527  O1 1.200, N3 1.401, H8 1.102
3 N 1.439 -0.678 -0.039  C2 1.401, C4 1.427, H9 1.027
4 C 0.133 -0.547 0.520  N3 1.427, C5 1.522, H10 1.100, H11 1.096
5 C -0.761 0.447 -0.207  C4 1.522, C6 1.508, H12 1.100, H13 1.086
6 C -2.226 0.091 -0.155  C5 1.508, C7 1.322, H14 1.084
7 C -2.653 -1.152 -0.297  C6 1.322, H15 1.088, H16 1.080
8 H 2.266 -1.820 1.584  C2 1.102
9 H 1.655 -0.407 -1.005  N3 1.027
10 H -0.290 -1.562 0.551  C4 1.100
11 H 0.197 -0.220 1.564  C4 1.096
12 H -0.507 0.491 -1.276  C5 1.100
13 H -0.528 1.459 0.108  C5 1.086
14 H -2.899 0.929 -0.006  C6 1.084
15 H -2.015 -1.972 -0.622  C7 1.088
16 H -3.687 -1.464 -0.271  C7 1.080
17 H 1.024 2.623 -0.622  O19 0.968
18 H 1.422 3.774 0.289  O19 0.967
19 O 1.658 3.351 -0.547  H17 0.968, H18 0.967